Record 1
A cluster of 2 separate species, H2N2O4S in total in a non-equilibrium geometry. Source: the OMol25 dataset; level of theory: ωB97M-V/def2-TZVPD.

Computed properties:
LUMO energy: 0.62 eV
spin multiplicity: 1
HOMO energy: -10.81 eV
Kohn-Sham gap: 11.43 eV
energy above the lowest of the compared OMol25 structures with the same formula, charge and spin: 16.11 kJ/mol
F_max: 0.0585 Eh/bohr

Geometry as XYZ:
```
9
Properties=species:S:1:pos:R:3:forces:R:3
N -0.937 2.264 0.785 0.026 0.656 -1.156
N -1.061 3.007 -0.029 -0.188 0.693 -0.377
O -0.776 1.434 1.585 0.027 -1.007 1.566
O -0.528 -0.199 -1.193 0.632 0.136 2.939
O 0.611 -2.299 -0.063 -1.449 -0.350 -0.256
O 1.462 -0.182 0.385 -0.324 0.956 0.557
S 0.147 -0.781 0.328 1.067 -0.140 -1.971
H -0.494 -0.916 -1.797 0.088 -1.239 -1.179
H 1.576 -2.329 0.000 0.122 0.295 -0.123
```
Forces are in eV/Å.

Atomic partial charges in e from the Mulliken method, atoms 1 to 6: 0.896 -0.337 -0.556 -0.499 -0.491 -0.523

***

Record 2
A cluster of 4 separate species, C2H12O4 in total in a non-equilibrium geometry. Source: the OMol25 dataset; level of theory: ωB97M-V/def2-TZVPD.

Computed properties:
LUMO energy: 0.42 eV
spin multiplicity: 1
HOMO energy: -10.06 eV
Kohn-Sham gap: 10.48 eV
energy above the lowest of the compared OMol25 structures with the same formula, charge and spin: 117.70 kJ/mol
F_max: 0.0390 Eh/bohr

Geometry as XYZ:
```
18
Properties=species:S:1:pos:R:3:forces:R:3
C -2.367 2.097 -0.079 -0.210 -1.465 0.383
C -2.924 0.657 -0.430 1.387 1.181 -0.842
O -1.795 -0.080 -0.897 -0.009 -0.951 -0.035
H -1.293 2.047 -0.280 -0.213 0.124 -0.224
H -2.792 2.951 -0.612 -0.211 -0.259 0.314
H -2.437 2.142 1.004 -0.216 0.834 0.150
H -3.564 0.642 -1.300 -0.531 0.311 0.018
H -3.422 0.158 0.399 -0.016 0.114 0.116
H -1.354 -0.529 -0.172 0.046 0.131 0.100
O 1.892 0.178 0.274 -1.281 -0.577 -0.725
H 2.663 0.390 -0.258 0.410 0.249 0.945
H 1.951 0.223 1.231 0.924 0.208 -0.198
O 4.507 -1.256 -1.100 -0.497 -0.137 -0.648
H 4.743 -1.493 -2.009 0.377 0.138 0.230
H 3.555 -1.418 -1.136 0.031 -0.014 0.431
O 1.149 -2.232 2.028 0.597 0.134 0.275
H 1.243 -2.030 1.090 -0.391 -0.006 0.081
H 0.243 -2.449 2.246 -0.195 -0.013 -0.370
```
Forces are in eV/Å.

Atomic partial charges in e from the Mulliken method, atoms 1 to 6: -0.803 -0.221 -0.517 0.248 0.287 0.269

***

Record 3
A structure of composition CF3NNaO4S3Sc in a non-equilibrium geometry. Source: the OMol25 dataset; level of theory: ωB97M-V/def2-TZVPD.

Computed properties:
LUMO energy (spin up / spin down): -1.70 / -1.92 eV
spin multiplicity: 1
HOMO energy (spin up / spin down): -7.94 / -7.99 eV
Kohn-Sham gap (spin up / spin down): 6.24 / 6.06 eV
F_max: 0.1216 Eh/bohr

Geometry as XYZ:
```
14
Properties=species:S:1:pos:R:3:forces:R:3
Na -7.170 -2.460 -1.989 -0.626 0.005 0.313
N -7.126 -0.975 -0.266 0.736 -1.453 -2.851
S -6.226 0.112 0.137 -1.210 -2.102 5.761
O -4.819 0.188 -0.465 0.961 -0.748 -0.687
C -6.940 1.626 -0.693 0.338 -0.555 1.238
F -8.158 1.850 -0.213 0.064 0.222 -0.173
F -7.036 1.329 -1.995 0.096 0.485 0.008
F -6.171 2.689 -0.512 -0.104 0.484 -0.349
Sc -4.398 -1.858 -0.727 -1.355 0.528 2.358
S -5.225 -4.577 -0.463 -0.340 0.608 0.367
O -5.129 -3.425 -1.712 -0.022 0.319 0.475
S -5.458 -2.888 1.691 1.388 -0.784 -2.233
O -4.017 -2.351 1.150 -0.371 0.416 0.092
O -6.109 -0.015 1.709 0.443 2.575 -4.321
```
Forces are in eV/Å.

Atomic partial charges in e from the Mulliken method, atoms 1 to 6: 0.970 -0.792 1.017 -0.729 0.587 -0.196

***

Record 4
A structure of composition C26H30FN7O4RuS2 in a non-equilibrium geometry. Source: the OMol25 dataset; level of theory: ωB97M-V/def2-TZVPD.

Computed properties:
LUMO energy (spin up / spin down): -3.24 / -3.24 eV
spin multiplicity: 2
HOMO energy (spin up / spin down): -9.50 / -9.24 eV
Kohn-Sham gap (spin up / spin down): 6.26 / 6.00 eV
expectation value of S²: 0.978
net charge: +1
energy above the lowest of the compared OMol25 structures with the same formula, charge and spin: 119.56 kJ/mol
F_max: 0.0286 Eh/bohr

Geometry as XYZ:
```
71
Properties=species:S:1:pos:R:3:forces:R:3
Ru -1.722 2.342 0.263 -0.289 -0.008 0.811
F -0.141 -3.336 -1.566 -0.002 0.012 -0.004
C 0.659 -2.375 -1.052 0.026 -0.114 0.083
C 0.354 -1.070 -1.271 -0.071 0.110 -0.022
C 1.124 -0.062 -0.680 0.134 -0.041 -0.151
C 0.660 1.314 -0.710 -0.272 -0.033 -0.473
O -0.392 1.648 -1.332 -0.075 -0.446 -0.112
C 1.420 2.237 0.030 0.185 -0.185 0.340
C 2.578 1.844 0.632 0.064 0.117 0.030
N 3.026 0.578 0.645 0.070 -0.119 -0.045
C 4.233 0.268 1.390 -0.148 -0.060 0.036
C 5.382 -0.366 0.663 0.053 -0.021 -0.016
C 5.456 1.070 1.087 0.035 0.121 -0.013
C 2.253 -0.416 0.070 0.023 0.008 0.075
C 2.550 -1.770 0.273 0.092 0.097 0.101
C 1.745 -2.756 -0.244 -0.059 -0.224 -0.160
N 2.040 -4.110 0.089 0.013 0.093 0.071
C 1.958 -4.482 1.498 -0.075 -0.033 -0.115
C 3.119 -5.445 1.798 -0.011 0.052 0.018
N 3.562 -6.030 0.481 -0.159 -0.005 0.052
C 2.369 -6.471 -0.318 -0.009 0.019 -0.030
C 1.608 -5.207 -0.769 0.072 0.105 0.052
C 0.930 3.619 0.306 0.309 0.070 -0.145
O 1.703 4.549 0.296 -0.240 0.087 0.119
O -0.330 3.685 0.652 -0.076 -0.146 -0.289
H -0.526 -0.798 -1.839 0.021 0.007 0.002
H 3.186 2.572 1.155 -0.009 -0.006 0.001
H 4.037 -0.020 2.416 -0.029 -0.006 0.007
H 5.262 -0.572 -0.392 -0.031 0.041 0.001
H 5.972 -1.090 1.208 -0.007 -0.003 -0.006
H 5.372 1.821 0.313 0.014 -0.028 -0.019
H 6.099 1.344 1.910 -0.034 -0.033 0.030
H 3.397 -2.047 0.886 -0.008 0.019 -0.037
H 0.999 -4.964 1.720 -0.023 0.010 0.015
H 2.031 -3.600 2.127 0.008 0.012 0.016
H 2.820 -6.265 2.447 0.032 -0.049 -0.026
H 3.977 -4.940 2.236 0.038 -0.001 -0.045
H 4.230 -6.787 0.618 -0.005 -0.008 0.005
H 4.010 -5.275 -0.042 0.056 -0.014 0.004
H 1.771 -7.103 0.334 0.022 -0.005 0.043
H 2.707 -7.068 -1.162 0.049 0.002 -0.004
H 0.537 -5.412 -0.712 -0.020 -0.010 0.010
H 1.850 -4.961 -1.800 0.001 -0.016 -0.025
S -2.609 3.011 2.319 -0.347 0.196 -0.526
C -1.364 2.182 3.148 0.374 -0.304 0.765
C -0.866 2.708 4.400 -0.160 -0.108 -0.384
N -0.473 3.126 5.395 0.017 -0.006 0.016
C -0.849 1.017 2.653 0.608 -0.129 1.331
S -1.558 0.236 1.292 0.268 0.757 -1.049
C 0.318 0.369 3.218 -0.587 0.274 -0.295
N 1.269 -0.195 3.539 0.108 -0.039 -0.021
C -6.035 1.718 -1.555 0.011 -0.008 -0.088
N -4.663 2.035 -1.957 0.009 -0.147 0.143
C -3.747 0.917 -1.805 -0.067 0.042 -0.080
C -4.162 3.278 -1.647 -0.173 0.367 -0.134
O -3.102 3.439 -1.014 0.196 -0.200 -0.061
N -4.848 4.353 -2.085 0.009 -0.012 0.031
C -5.816 4.302 -3.172 0.049 0.000 0.055
C -4.443 5.688 -1.662 -0.020 -0.064 0.005
H -6.038 1.221 -0.580 0.012 0.000 0.006
H -6.496 1.053 -2.286 0.007 0.005 -0.005
H -6.634 2.619 -1.476 0.004 0.007 -0.003
H -4.143 0.069 -2.365 -0.005 0.009 0.014
H -3.650 0.605 -0.757 0.007 -0.023 0.095
H -2.767 1.168 -2.203 0.020 0.021 -0.014
H -5.764 3.345 -3.680 0.001 -0.012 0.005
H -5.575 5.090 -3.886 0.005 -0.001 -0.008
H -6.834 4.467 -2.814 0.002 0.008 0.008
H -3.791 5.621 -0.799 -0.011 -0.005 0.027
H -5.329 6.269 -1.407 -0.004 0.001 -0.016
H -3.906 6.194 -2.467 -0.001 0.001 -0.001
```
Forces are in eV/Å.

Atomic partial charges in e from the Mulliken method, atoms 1 to 6: 1.084 -0.342 1.041 -1.262 0.694 1.034